Molecular formula: C5H8O
Method: DFT, ωB97M-V/def2-TZVPD

The spin multiplicity is 1. The total energy comes out at -7359.4099 eV. As for the SMILES: C#C[C@H](C)OC. As for the maximum force: 0.01345 hartree/bohr. Its orbital gap is 10.83 eV.

Last column: Mulliken charge in e.
Geometry (Å):
C -1.37 -1.12 -0.62  -0.580
O -1.11 0.20 -0.19  -0.314
C 0.20 0.75 -0.21  0.573
C 0.27 1.68 0.99  -1.276
C 1.22 -0.32 -0.17  -0.401
C 1.78 -1.39 -0.18  -0.252
H -1.69 -1.17 -1.67  0.224
H -2.17 -1.50 0.03  0.220
H -0.49 -1.77 -0.49  0.220
H 0.35 1.32 -1.14  0.174
H 1.21 2.24 1.00  0.378
H -0.57 2.37 0.94  0.313
H 0.19 1.09 1.91  0.331
H 2.18 -2.38 -0.20  0.390

=====

Molecular formula: C27H27N6O12
Method: DFT, ωB97M-V/def2-TZVPD

The spin multiplicity is 1. The total energy comes out at -61919.1331 eV. As for the maximum force: 0.26123 hartree/bohr. As for the charge: -1. Its orbital gap is 6.75 eV.

Last column: Mulliken charge in e.
Geometry (Å):
N -2.21 -0.88 0.33  0.882
O -2.03 -1.87 -0.25  -0.649
O -1.21 -0.10 0.60  -0.330
O -3.29 -0.58 0.84  -0.712
C -2.67 2.62 -0.23  -0.133
C -1.22 2.78 -0.83  -0.853
C -1.12 3.58 -2.14  -0.461
C -2.35 4.20 -2.79  0.049
C -3.73 4.02 -2.17  -0.269
C -3.78 3.24 -0.79  -0.960
N -2.20 4.87 -4.10  1.041
O -3.20 5.53 -4.57  -0.635
O -1.19 4.76 -4.65  -0.566
H -2.74 1.93 0.62  0.297
H -0.49 2.28 -0.37  0.835
H -0.15 3.57 -2.58  0.416
H -4.65 4.64 -2.52  0.346
H -4.61 3.14 -0.42  0.822
C -0.08 -3.26 3.15  -0.362
C 0.66 -3.31 1.85  -0.246
C 2.09 -3.96 1.62  -0.612
C 2.92 -4.24 2.91  0.214
C 2.06 -4.21 4.28  -0.404
C 0.57 -3.73 4.31  -0.363
N 4.24 -4.85 2.81  0.934
O 4.77 -4.91 1.69  -0.591
O 4.77 -5.38 3.78  -0.587
H -1.02 -2.68 3.18  0.460
H 0.12 -3.19 0.95  0.485
H 2.72 -3.90 0.69  0.413
H 2.70 -4.32 5.23  0.313
H 0.13 -3.78 5.35  0.323
C -3.12 0.36 -3.04  -0.325
C -3.78 1.09 -4.15  -0.529
C -3.04 1.30 -5.52  -0.379
C -1.76 0.52 -5.72  0.234
C -1.23 -0.37 -4.69  -1.231
C -1.86 -0.39 -3.26  -0.636
N -1.04 0.44 -7.03  0.879
O -1.40 1.31 -7.92  -0.563
O -0.03 -0.28 -7.17  -0.550
H -3.72 0.51 -2.18  0.554
H -4.88 1.48 -4.11  0.301
H -3.59 1.89 -6.32  0.383
H -0.41 -0.79 -4.68  1.005
H -1.46 -1.09 -2.66  0.800
C -1.33 1.80 5.21  -0.687
C -1.03 1.37 3.79  -0.441
C 0.45 0.78 3.49  -0.043
C 1.41 0.62 4.72  0.184
C 0.94 0.97 6.12  -0.480
C -0.51 1.55 6.35  -0.488
N 2.82 0.00 4.49  0.855
O 3.60 0.00 5.44  -0.555
O 3.24 -0.06 3.31  -0.476
H -2.28 2.05 5.48  0.419
H -1.72 1.69 3.12  0.479
H 0.70 0.48 2.47  0.472
H 1.51 0.84 7.11  0.308
H -0.79 1.88 7.31  0.413
C 1.98 -1.05 -1.82  0.192
O 1.66 -1.66 -2.96  -0.700
N 3.27 -0.98 -1.33  0.226
C 3.55 -0.34 -0.11  -1.159
C 4.39 -1.52 -2.09  -1.159
H 1.03 -0.60 -1.32  0.231
H 4.35 0.22 -0.15  0.620
H 3.70 -1.04 0.63  0.494
H 2.59 0.11 0.46  0.061
H 4.20 -2.46 -2.52  0.392
H 5.25 -1.62 -1.51  0.441
H 4.55 -1.01 -3.01  0.360